A gas-phase ion, C2H4NO2S2 (charge -1), computed with the ωB97M-V functional and the def2-TZVPD basis.

Geometry as XYZ:
```
11
Properties=species:S:1:pos:R:3:mulliken_charge:R:1
C 1.317 1.133 0.833 -0.7800
C -1.198 0.109 -0.105 -0.0225
N -2.168 -0.803 -0.359 -0.4619
O -4.230 0.835 -0.874 -0.5671
O -4.425 -0.060 1.291 -0.5430
S 0.349 -0.310 0.582 -0.0484
S -4.161 -0.422 -0.103 0.5554
H 0.988 1.740 0.015 0.1458
H 2.353 0.847 0.846 0.1701
H -1.259 1.148 -0.291 0.3271
H -1.966 -1.756 -0.230 0.2244
```

Output
Spin multiplicity: 1
Energy above the lowest of the compared OMol25 structures with the same formula, charge and spin: 257.0 kJ/mol
Charge: -1
HOMO level (alpha / beta): -2.68 / -2.68 eV
Kohn-Sham gap (alpha / beta): 6.070 / 6.068 eV

---

A molecular structure, C14H22CdNO5P, computed with the ωB97M-V functional and the def2-TZVPD basis.

Geometry as XYZ:
```
44
Properties=species:S:1:pos:R:3:mulliken_charge:R:1
C 2.105 -3.485 0.064 -1.1220
C 1.751 -2.357 1.047 0.9884
C 0.553 -2.470 1.975 -1.2524
C 2.582 -1.222 0.998 -0.6219
C 2.687 -0.341 -0.289 -0.0981
C 2.575 1.144 0.153 -0.5663
C 1.706 2.066 -0.756 0.4593
C 1.573 3.476 -0.047 -1.3267
C 0.335 1.466 -1.195 -1.3303
C -0.428 0.706 -0.069 2.1060
C -1.449 -0.209 -0.740 -0.3123
C -2.779 -0.164 -0.739 -0.0143
P -3.870 1.042 0.111 1.3830
N -5.123 0.291 0.663 -0.8370
O -4.395 2.196 -0.909 -0.5393
O -3.129 1.783 1.358 -0.6413
C -3.276 -1.339 -1.633 0.1499
O -4.278 -1.871 -1.682 -0.3156
O -2.135 -1.595 -2.432 -0.3160
C -1.055 -1.427 -1.621 -0.2238
O -0.051 -2.023 -1.589 -0.3677
H 1.253 -4.179 0.052 0.3975
H 3.060 -3.939 0.387 0.3959
H 2.215 -2.992 -0.925 0.3713
H 0.009 -3.399 1.720 0.4017
H -0.161 -1.642 1.841 0.2409
H 0.844 -2.500 3.047 0.3582
H 3.189 -0.887 1.867 0.5670
H 1.923 -0.678 -1.008 0.1761
H 3.691 -0.573 -0.712 0.5928
H 2.306 1.167 1.240 -0.1546
H 3.602 1.567 0.116 0.3364
H 2.290 2.248 -1.678 0.4665
H 0.522 3.735 0.170 0.3672
H 2.194 3.440 0.878 0.2473
H 2.038 4.244 -0.688 0.3499
H 0.492 0.807 -2.067 0.5078
H -0.309 2.317 -1.491 0.4907
H -0.932 1.401 0.639 0.8792
H 0.208 0.032 0.538 -1.7046
H -5.032 -0.701 0.439 0.2556
H -4.554 1.789 -1.779 0.3622
H -3.778 1.707 2.087 0.3838
Cd 1.032 1.371 2.662 0.5096
```

Output
Spin multiplicity: 1
Energy above the lowest of the compared OMol25 structures with the same formula, charge and spin: 189.9 kJ/mol
Charge: +2
HOMO level: -13.94 eV
Kohn-Sham gap: 2.646 eV

---

A single C21H24ClN3O3 molecule, computed with the ωB97M-V functional and the def2-TZVPD basis.

Geometry as XYZ:
```
52
Properties=species:S:1:pos:R:3:mulliken_charge:R:1
C -0.149 -3.711 -3.680 -0.9529
O 0.746 -3.783 -2.598 -0.4150
C 1.053 -2.635 -1.935 0.9207
C 0.445 -1.405 -2.134 -0.4519
C 0.807 -0.292 -1.373 0.2594
C 0.128 0.971 -1.585 -0.4476
N 0.469 1.990 -0.899 -0.2510
N -0.038 3.210 -1.011 0.0468
C 0.149 3.999 0.190 -0.7876
C -1.106 3.880 1.086 -0.6762
N -1.875 2.746 0.618 0.6071
C -2.761 2.177 1.606 -1.2635
C -1.961 1.422 2.639 0.3303
C -0.852 0.685 2.238 0.3394
C -0.108 -0.029 3.158 -0.8200
C -0.480 -0.008 4.493 0.3444
Cl 0.443 -0.900 5.654 -0.2345
C -1.580 0.722 4.912 -0.7438
C -2.314 1.435 3.980 -0.4517
C -2.459 3.007 -0.677 -0.7314
C -1.327 3.475 -1.623 -0.9067
C 1.792 -0.423 -0.394 -0.9806
C 2.413 -1.639 -0.195 -0.7853
C 2.053 -2.737 -0.956 0.7765
O 2.671 -3.963 -0.723 -0.4734
C 3.363 -4.524 -1.730 0.7855
C 3.806 -5.911 -1.345 -1.1355
O 3.599 -3.983 -2.774 -0.5392
H 0.206 -3.014 -4.445 0.3821
H -1.152 -3.419 -3.352 0.3339
H -0.185 -4.716 -4.098 0.2439
H -0.322 -1.294 -2.885 0.4503
H -0.672 0.969 -2.331 0.2277
H 0.333 5.040 -0.092 0.3282
H 1.028 3.602 0.696 0.3961
H -0.815 3.699 2.121 0.3675
H -1.699 4.811 1.051 0.3074
H -3.398 2.936 2.093 0.2964
H -3.423 1.470 1.095 0.3634
H -0.565 0.684 1.199 0.2186
H 0.749 -0.601 2.840 0.5710
H -1.856 0.734 5.955 0.4126
H -3.171 2.007 4.307 0.3704
H -2.903 2.076 -1.040 0.4004
H -3.254 3.775 -0.638 0.4116
H -1.380 4.553 -1.789 0.3235
H -1.386 2.980 -2.592 0.3463
H 2.062 0.441 0.189 0.5160
H 3.186 -1.756 0.549 0.4589
H 4.668 -6.199 -1.938 0.3322
H 4.035 -5.951 -0.284 0.3339
H 2.988 -6.599 -1.550 0.2455
```

Output
Spin multiplicity: 1
Energy above the lowest of the compared OMol25 structures with the same formula, charge and spin: 269.0 kJ/mol
Charge: 0
HOMO level: -7.60 eV
Kohn-Sham gap: 8.247 eV
SMILES: COc1cc(/C=N/N2CCN(Cc3ccc(Cl)cc3)CC2)ccc1OC(C)=O

---

2 unconnected molecules or ions with the total composition C39H42N3O5PS2, computed with the ωB97M-V functional and the def2-TZVPD basis.

Geometry as XYZ:
```
92
Properties=species:S:1:pos:R:3:mulliken_charge:R:1
C -5.805 -3.279 -2.464 -1.1746
N -4.679 -2.506 -2.937 0.0715
C -4.648 -2.347 -4.375 -1.0456
C -3.659 -2.083 -2.108 1.0373
C -2.913 -0.906 -2.402 -0.6626
C -1.944 -0.466 -1.523 -0.3992
C -1.470 -1.289 -0.476 -0.2267
P 0.118 -0.805 0.350 0.4790
C 0.437 -2.278 1.422 -0.3775
C 1.115 -3.431 0.987 -0.1921
C 0.986 -4.631 1.667 -0.6915
C 0.451 -4.655 2.978 1.1735
N 0.395 -5.829 3.700 0.1113
C 0.583 -5.876 5.133 -0.9982
C 0.373 -7.134 3.074 -1.1785
C -0.011 -3.425 3.533 -0.8483
C -0.072 -2.290 2.742 -0.5171
C 1.325 -1.079 -1.020 -0.2344
C 2.623 -0.522 -0.932 -0.4073
C 3.640 -0.917 -1.785 -0.8785
C 3.401 -1.928 -2.760 1.2584
N 4.416 -2.409 -3.562 0.0817
C 4.329 -3.675 -4.259 -1.1823
C 5.504 -1.577 -4.028 -0.9963
C 2.080 -2.416 -2.900 -0.5783
C 1.054 -1.897 -2.130 -0.2026
C -2.233 -2.428 -0.162 -0.4528
C -3.338 -2.790 -0.921 -0.6916
H -5.835 -3.238 -1.375 0.3463
H -6.737 -2.861 -2.870 0.3415
H -5.738 -4.330 -2.786 0.3489
H -3.712 -1.872 -4.669 0.3340
H -4.722 -3.330 -4.871 0.3190
H -5.493 -1.739 -4.737 0.2984
H -3.146 -0.335 -3.306 0.3585
H -1.521 0.529 -1.666 0.3715
H 1.737 -3.416 0.091 0.2822
H 1.344 -5.559 1.213 0.4113
H 0.633 -4.864 5.533 0.3036
H -0.245 -6.419 5.614 0.3073
H 1.518 -6.401 5.392 0.3067
H 0.009 -7.030 2.050 0.3600
H 1.368 -7.607 3.050 0.3486
H -0.301 -7.795 3.638 0.3454
H -0.359 -3.408 4.566 0.2518
H -0.519 -1.388 3.152 0.3968
H 2.833 0.239 -0.184 0.2828
H 4.640 -0.489 -1.692 0.3196
H 3.626 -4.325 -3.735 0.3500
H 3.994 -3.556 -5.303 0.3564
H 5.320 -4.148 -4.274 0.3366
H 5.479 -0.613 -3.521 0.3193
H 6.472 -2.066 -3.837 0.2996
H 5.431 -1.405 -5.116 0.3007
H 1.860 -3.178 -3.651 0.3896
H 0.030 -2.163 -2.401 0.2233
H -1.969 -3.065 0.683 0.2658
H -3.934 -3.660 -0.644 0.3080
C -5.466 6.629 -0.711 -0.8091
O -5.136 5.793 0.413 -0.4414
C -3.973 5.102 0.454 0.8341
C -2.944 5.196 -0.515 -0.2341
C -1.735 4.578 -0.275 -0.5186
C -1.509 3.771 0.855 0.1294
C -0.210 3.225 1.196 0.1435
C 0.964 3.898 1.045 -0.8669
S 2.528 3.181 1.502 1.4625
O 2.327 2.305 2.631 -0.6715
O 3.253 2.741 0.330 -0.6325
C 3.262 4.710 2.081 0.1729
C 4.461 4.796 2.786 -0.5332
C 4.933 6.039 3.211 -0.6346
C 4.203 7.202 2.931 -0.5773
C 3.000 7.110 2.229 -0.7093
C 2.549 5.866 1.799 0.2936
S 0.975 5.678 0.969 1.2103
O 1.087 6.125 -0.402 -0.6389
O -0.030 6.206 1.857 -0.6107
C -2.625 3.539 1.709 -0.5641
C -3.801 4.231 1.553 -0.6770
H -6.476 6.957 -0.475 0.2471
H -4.792 7.490 -0.786 0.3332
H -5.452 6.062 -1.649 0.3294
H -3.076 5.812 -1.408 0.3768
H -0.944 4.713 -1.008 0.5175
H -0.164 2.229 1.624 0.5267
H 5.011 3.879 2.996 0.4529
H 5.858 6.102 3.776 0.3906
H 4.552 8.176 3.270 0.3836
H 2.393 7.991 2.007 0.4187
H -2.516 2.851 2.548 0.4355
H -4.626 4.178 2.269 0.4004
```

Output
Spin multiplicity: 1
Charge: 0
HOMO level: -6.71 eV
Kohn-Sham gap: 6.525 eV
SMILES: CN(C)c1ccc(P(c2ccc(N(C)C)cc2)c2ccc(N(C)C)cc2)cc1.COc1ccc(C=C2S(=O)(=O)c3ccccc3S2(=O)=O)cc1

---

9 unconnected molecules or ions with the total composition C28H41Cl6F15N2O12, computed with the ωB97M-V functional and the def2-TZVPD basis.

Geometry as XYZ:
```
104
Properties=species:S:1:pos:R:3:mulliken_charge:R:1
C 1.989 -4.988 -3.881 -0.9683
C 2.772 -4.981 -2.576 -0.2176
O 2.019 -4.461 -1.482 -0.3039
C 1.811 -3.165 -1.460 0.0141
O 2.226 -2.364 -2.244 -0.5562
C 0.935 -2.708 -0.292 1.2848
F 1.730 -2.504 0.777 -0.2731
F 0.310 -1.585 -0.589 -0.1996
F 0.026 -3.624 0.063 -0.2932
H 1.112 -5.624 -3.765 0.3287
H 2.633 -5.281 -4.706 0.3783
H 1.627 -3.982 -4.095 0.1815
H 3.727 -4.473 -2.722 0.3072
H 3.040 -5.996 -2.289 0.3332
C 2.410 -0.201 -4.716 -0.8932
C 3.755 -0.637 -5.224 -0.4277
O 4.703 0.389 -4.928 -0.1267
C 5.771 0.505 -5.694 0.2930
O 6.041 -0.180 -6.634 -0.5292
C 6.672 1.673 -5.231 0.9102
F 7.951 1.274 -5.235 -0.2553
F 6.552 2.726 -6.041 -0.2543
F 6.367 2.054 -3.985 -0.2388
H 2.010 0.538 -5.419 0.3592
H 2.481 0.252 -3.729 0.1335
H 1.651 -0.980 -4.682 0.4088
H 3.734 -0.930 -6.275 0.3941
H 4.100 -1.562 -4.746 0.2398
C -3.352 -3.008 1.431 -0.8187
C -4.488 -2.956 2.427 -0.2197
O -5.326 -4.087 2.122 -0.2013
C -6.518 -4.109 2.685 0.3548
O -6.879 -3.428 3.601 -0.5285
C -7.479 -5.137 2.070 0.8437
F -7.797 -6.064 2.976 -0.2507
F -8.600 -4.520 1.687 -0.2551
F -6.961 -5.758 1.003 -0.2463
H -2.859 -3.977 1.370 0.3081
H -2.588 -2.273 1.691 -0.0152
H -3.712 -2.806 0.421 0.4766
H -5.029 -2.015 2.335 0.3288
H -4.125 -3.025 3.452 0.2016
C 0.997 2.154 -1.062 -0.6587
C -0.297 1.814 -0.369 0.0443
O -0.033 0.933 0.741 -0.2594
C -0.520 1.216 1.926 0.2103
O -1.079 2.222 2.251 -0.5805
C -0.391 0.021 2.886 1.0545
F 0.390 0.351 3.923 -0.3005
F -1.609 -0.272 3.352 -0.1337
F 0.109 -1.069 2.318 -0.1928
H 1.574 2.924 -0.545 0.1843
H 0.783 2.664 -2.007 -0.0228
H 1.604 1.284 -1.313 0.3591
H -0.925 1.280 -1.082 0.3156
H -0.787 2.725 -0.038 -0.0713
C 1.335 -5.226 8.210 -1.0130
C 0.510 -6.017 7.207 -0.3167
O 0.420 -5.311 5.967 -0.2333
C -0.731 -4.763 5.650 0.2103
O -1.732 -4.752 6.295 -0.5432
C -0.691 -4.066 4.271 1.1007
F -1.534 -4.706 3.442 -0.2581
F -1.111 -2.811 4.375 -0.2429
F 0.523 -4.090 3.729 -0.2974
H 2.384 -5.244 7.916 0.2787
H 1.259 -5.708 9.182 0.3556
H 0.982 -4.197 8.209 0.3000
H -0.486 -6.249 7.584 0.3517
H 0.971 -6.986 7.009 0.3027
Cl -2.463 1.781 5.767 -0.1384
C -3.799 1.666 4.641 0.4582
Cl -4.794 3.121 4.665 -0.1539
Cl -4.790 0.227 5.016 -0.1377
H -3.437 1.507 3.635 -0.0755
Cl -3.001 3.428 -2.502 -0.1070
C -2.496 2.892 -4.124 -0.0135
Cl -3.844 2.099 -4.911 -0.1411
Cl -1.108 1.799 -4.012 -0.0149
H -2.180 3.770 -4.673 0.2580
C -0.772 7.645 1.802 -0.9380
N -0.984 6.577 0.836 0.1753
C -2.178 5.773 1.021 -0.7352
C -0.067 6.236 -0.082 0.1583
O -0.178 5.338 -0.895 -0.4950
H 0.282 7.916 1.817 0.3411
H -0.967 7.211 2.788 0.3281
H -1.426 8.493 1.615 0.2970
H -2.295 5.065 0.209 -0.0338
H -2.132 5.250 1.976 0.3744
H -3.050 6.432 1.047 0.3493
H 0.815 6.899 -0.061 0.2426
C 2.884 5.102 -2.461 -0.7971
N 2.197 4.588 -3.629 0.2236
C 2.925 3.633 -4.444 -1.0897
C 0.968 5.029 -3.952 0.0524
O 0.345 4.633 -4.922 -0.6306
H 2.734 4.466 -1.586 0.1178
H 2.537 6.104 -2.213 0.3626
H 3.957 5.159 -2.649 0.4025
H 3.602 4.155 -5.127 0.3972
H 3.530 3.014 -3.781 0.4394
H 2.232 3.027 -5.017 0.2414
H 0.597 5.818 -3.288 0.3313
```

Output
Spin multiplicity: 1
Energy above the lowest of the compared OMol25 structures with the same formula, charge and spin: 33.1 kJ/mol
Charge: 0
HOMO level: -9.25 eV
Kohn-Sham gap: 9.637 eV
SMILES: CCOC(=O)C(F)(F)F.CCOC(=O)C(F)(F)F.CCOC(=O)C(F)(F)F.CCOC(=O)C(F)(F)F.CCOC(=O)C(F)(F)F.ClC(Cl)Cl.ClC(Cl)Cl.CN(C)C=O.CN(C)C=O

---

14 unconnected molecules or ions with the total composition C34H57N15O5PS, computed with the ωB97M-V functional and the def2-TZVPD basis.

Geometry as XYZ:
```
113
Properties=species:S:1:pos:R:3:mulliken_charge:R:1
C -2.074 4.578 4.289 -0.8083
N -2.525 3.408 3.465 -0.1972
C -2.150 3.711 2.092 -1.0317
S -2.526 2.273 0.956 -0.1251
C -1.883 2.831 -0.665 -0.4283
C -0.841 1.890 -1.336 -0.3100
C 0.102 2.785 -2.193 -0.5521
C -0.618 3.436 -3.372 0.4561
O -0.700 2.877 -4.437 -0.5869
O -1.163 4.668 -3.232 -0.4022
P -1.390 0.302 1.844 1.0710
O -1.749 -1.153 0.806 -0.2648
O 0.276 0.523 2.011 -0.5141
O -1.916 -0.192 3.398 -0.4869
H -2.933 5.242 4.502 0.3092
H -1.361 5.198 3.715 0.3118
H -1.569 4.270 5.215 0.2697
H -3.537 3.424 3.547 0.2153
H -1.078 3.924 1.959 0.6559
H -2.732 4.565 1.683 0.5193
H -1.391 3.814 -0.531 0.2232
H -2.758 3.020 -1.312 0.2448
H -1.359 1.156 -1.976 0.3540
H -0.184 1.345 -0.640 0.1558
H 0.546 3.597 -1.577 0.0982
H 0.905 2.159 -2.615 0.4291
H -1.772 4.825 -3.990 0.3879
H 0.661 -0.363 2.161 0.1329
H -1.441 0.290 4.098 0.3282
C 1.094 -3.782 1.120 -0.2319
C -0.001 -2.824 1.054 0.2139
N -0.838 -2.051 1.005 0.2233
H 1.055 -4.320 2.067 0.2807
H 1.023 -4.506 0.308 -0.1523
H 2.047 -3.257 1.050 0.0404
C 0.626 -8.062 0.249 -0.7251
C 1.068 -6.992 -0.665 0.3608
N 1.412 -6.167 -1.385 -0.5570
H 0.870 -7.797 1.276 0.3011
H -0.451 -8.197 0.162 0.2953
H 1.125 -8.996 -0.006 0.3069
C -5.668 1.475 -2.074 -0.6908
C -5.676 2.859 -1.574 0.4267
N -5.681 3.937 -1.183 -0.4723
H -6.109 1.440 -3.069 0.3316
H -4.644 1.107 -2.126 0.1846
H -6.244 0.837 -1.406 0.2773
C 4.636 -1.246 0.593 -0.8507
C 3.707 -0.903 1.684 0.5149
N 2.993 -0.632 2.542 -0.5267
H 4.176 -1.973 -0.075 0.2792
H 4.882 -0.349 0.028 0.3315
H 5.549 -1.672 1.005 0.2959
C -5.358 5.923 -4.755 -0.7221
C -4.026 5.410 -5.099 0.4218
N -2.987 5.006 -5.368 -0.5238
H -5.581 5.699 -3.712 0.2009
H -5.387 7.001 -4.903 0.2947
H -6.109 5.456 -5.390 0.2765
C 2.310 6.741 -0.884 -0.8029
C 1.379 5.846 -0.186 0.4499
N 0.651 5.147 0.358 -0.4409
H 1.974 7.772 -0.788 0.2879
H 3.306 6.653 -0.453 0.1758
H 2.351 6.478 -1.940 0.3377
C 4.257 -4.691 3.445 -0.7129
C 5.183 -4.466 2.326 0.4262
N 5.903 -4.294 1.452 -0.4796
H 4.105 -3.761 3.992 0.3500
H 3.300 -5.044 3.064 0.0866
H 4.668 -5.440 4.118 0.3479
C -0.483 -5.017 -4.394 -0.4857
C -1.762 -4.295 -4.331 0.2754
N -2.758 -3.729 -4.282 -0.3686
H -0.285 -5.500 -3.438 0.0317
H -0.521 -5.775 -5.175 0.2768
H 0.324 -4.321 -4.614 0.2612
C -2.309 -10.318 -1.781 -0.7771
C -0.960 -10.870 -1.980 0.3600
N 0.092 -11.298 -2.133 -0.3950
H -2.612 -10.448 -0.743 0.2675
H -2.313 -9.257 -2.024 0.2434
H -3.018 -10.834 -2.426 0.3209
C 6.201 5.394 -2.251 -0.8023
C 6.158 6.765 -1.724 0.3368
N 6.115 7.832 -1.309 -0.3570
H 5.757 5.366 -3.244 0.2739
H 7.233 5.054 -2.313 0.3197
H 5.645 4.728 -1.593 0.2501
C -2.984 -3.148 3.535 0.0060
C -2.454 -4.416 3.008 0.1873
N -2.040 -5.399 2.586 -0.3815
H -2.818 -3.094 4.609 0.3057
H -2.477 -2.319 3.058 -0.3021
H -4.053 -3.076 3.337 0.1966
C -5.637 0.762 2.968 -0.1766
C -5.924 -0.507 3.650 0.2565
N -6.147 -1.499 4.179 -0.4151
H -4.564 0.859 2.812 -0.1933
H -6.142 0.786 2.004 0.2421
H -5.987 1.597 3.573 0.3270
C 5.631 -8.049 -0.643 -0.8619
C 4.693 -7.722 0.439 0.3824
N 3.963 -7.467 1.284 -0.3963
H 5.187 -8.790 -1.305 0.3031
H 5.861 -7.151 -1.213 0.2713
H 6.551 -8.451 -0.223 0.3207
C 4.848 10.645 1.242 -0.7654
C 3.875 9.638 1.696 0.3420
N 3.111 8.860 2.048 -0.3949
H 4.960 11.408 2.011 0.3165
H 5.814 10.179 1.058 0.2613
H 4.499 11.112 0.323 0.2514
```

Output
Spin multiplicity: 1
Charge: +1
HOMO level: -9.23 eV
Kohn-Sham gap: 7.069 eV

---

no.,largest force on an atom (Eh/bohr)
1,0.0760
2,0.1012
3,0.0185
4,0.0264
5,0.0338
6,0.0768